Record 1
A structure of composition C26H43AsN4O6S2W, computed with ωB97M-V with the def2-TZVPD basis set.

```
83
Properties=species:S:1:pos:R:3:forces:R:3
W 0.0294 0.3152 0.7989 -0.050 -1.941 2.433
O -0.1340 1.1970 3.2805 -0.045 -0.047 -0.203
C -0.5834 2.5426 3.5883 0.090 0.019 0.049
C -1.9465 2.9130 3.0133 0.026 -0.078 -0.129
N -2.0901 2.8556 1.5335 -0.076 0.096 0.142
C -3.2513 2.1491 0.9867 0.082 0.094 0.110
C -2.8820 0.7240 0.6169 0.534 0.638 0.328
O -3.3528 0.0178 -0.1926 -0.044 -0.204 0.258
O -1.7457 0.3144 1.4148 -0.376 0.183 -1.035
C -1.4063 3.8452 0.6631 0.072 0.082 0.267
C -0.6373 2.6350 0.4393 0.174 -0.563 -0.613
O -0.9126 1.6950 -0.4380 -0.249 0.476 -0.045
O 0.4353 2.2229 1.1287 -0.483 0.386 -0.077
H -0.1522 0.6428 4.0679 -0.009 0.001 0.083
H -0.6552 2.6361 4.6724 -0.020 0.049 -0.006
H 0.1911 3.2322 3.2585 -0.009 0.001 0.031
H -2.7029 2.2406 3.4154 -0.004 0.023 0.019
H -2.1832 3.9245 3.3536 -0.009 -0.004 0.032
H -4.0446 2.1404 1.7381 -0.087 -0.048 -0.099
H -3.6450 2.6318 0.0927 -0.029 0.022 0.023
H -2.0059 4.2287 -0.1575 0.013 -0.024 -0.011
H -0.9018 4.6277 1.2247 -0.037 0.016 0.001
C 3.1606 1.9895 2.5078 -0.036 -0.051 -0.001
C 3.0761 0.5942 1.9904 -0.170 0.035 0.105
N 1.9575 -0.0965 1.7187 0.349 0.329 -0.579
C 2.2393 -1.4651 1.5377 -0.039 -0.205 0.091
C 3.5529 -1.7667 1.5100 0.003 0.205 0.143
S 4.4631 -0.3663 1.8958 0.206 -0.060 -0.074
C 1.0788 -2.2987 1.8317 0.118 0.168 0.144
C 0.9726 -3.5910 2.2082 -0.101 0.022 -0.015
S -0.5299 -3.8199 2.9955 0.040 -0.147 0.038
C -0.9763 -2.2038 2.7504 0.012 0.129 0.047
N -0.0307 -1.5117 2.1146 -0.257 -0.144 -0.407
C -2.2927 -1.7248 3.2731 0.067 -0.018 0.007
H 2.2746 2.5648 2.2723 0.035 0.012 -0.008
H 4.0471 2.5032 2.1399 0.022 -0.011 0.014
H 3.2540 1.9251 3.5960 -0.011 0.012 0.006
H 4.0218 -2.7339 1.4085 0.003 -0.020 0.059
H 1.7047 -4.3817 2.1447 0.019 0.001 0.024
H -2.6998 -2.4493 3.9770 0.030 -0.018 0.005
H -3.0185 -1.6012 2.4701 -0.039 0.020 0.013
H -2.1822 -0.7719 3.7859 -0.016 0.021 -0.018
C 3.7798 2.9184 -1.8804 0.036 0.026 0.049
C 3.0583 2.2754 -0.6905 -0.006 0.080 0.032
As 1.7521 0.9183 -1.2116 0.171 0.374 -0.370
C 0.8859 1.8323 -2.6827 -0.225 -0.022 -0.082
C -0.1482 1.1065 -3.5271 0.092 0.171 -0.103
C 2.9658 -0.4122 -1.9479 0.118 -0.197 0.118
C 2.6041 -1.8831 -2.0471 -0.107 -0.022 -0.042
H 4.6226 3.4877 -1.4872 -0.003 0.015 -0.020
H 3.1512 3.6187 -2.4236 -0.055 0.000 -0.020
H 4.1923 2.1928 -2.5810 -0.015 -0.035 0.013
H 2.5593 3.0283 -0.0828 -0.001 0.022 -0.013
H 3.7842 1.7626 -0.0648 0.022 -0.022 -0.006
H 1.7517 2.1089 -3.2843 -0.020 0.071 -0.109
H 0.4780 2.7499 -2.2562 0.073 0.008 -0.072
H 0.2905 0.2589 -4.0546 0.078 0.291 -0.052
H -0.5117 1.7882 -4.2961 -0.011 0.029 0.012
H -1.0118 0.7762 -2.9490 0.022 0.039 0.035
H 3.8688 -0.2762 -1.3488 0.025 0.019 -0.055
H 3.1597 0.0157 -2.9347 0.126 -0.073 -0.012
H 2.2269 -2.2893 -1.1079 0.005 0.008 -0.022
H 3.4961 -2.4485 -2.3164 0.018 0.017 -0.009
H 1.8696 -2.0652 -2.8252 -0.045 -0.011 -0.024
O -0.4112 -1.0940 -0.4671 0.000 0.313 -0.542
C -0.9231 -2.2534 -0.8508 -0.017 0.054 0.019
C -2.0526 -2.9791 -0.2089 -0.018 0.105 -0.024
C -3.2730 -2.9190 -1.1996 0.032 -0.017 -0.066
C -3.0440 -3.1929 -2.7001 -0.029 0.067 0.016
C -2.2816 -2.0993 -3.4888 0.026 -0.053 -0.017
C -0.7523 -2.1172 -3.3121 0.104 -0.044 0.110
N -0.5308 -2.7701 -1.9802 0.082 -0.148 -0.037
H -2.3387 -2.5746 0.7538 0.030 -0.002 -0.026
H -1.7513 -4.0248 -0.0893 -0.004 -0.010 0.055
H -3.7389 -1.9433 -1.1055 -0.014 -0.023 0.019
H -3.9850 -3.6486 -0.8127 0.009 -0.023 -0.017
H -4.0447 -3.2445 -3.1294 0.014 -0.025 -0.028
H -2.6214 -4.1882 -2.8823 -0.009 -0.006 0.011
H -2.6723 -1.1224 -3.1902 0.002 0.023 0.020
H -2.4927 -2.2179 -4.5513 -0.043 0.039 -0.001
H -0.3027 -1.1291 -3.3116 -0.156 -0.475 0.116
H -0.2504 -2.7409 -4.0482 0.016 -0.020 0.009
H -0.8550 -3.7306 -2.0532 -0.019 -0.001 -0.019
```
Forces are in eV/Å.

**Energy relative to the best compared isomer or geometry (same formula, charge and spin)**: 28.42 kcal per mole
**Charge**: +4
**LUMO level**: -14.2 eV
**HOMO-LUMO gap**: 6.0 eV

---

Record 2
A structure of composition C26H43Cl3O2P2W, computed with ωB97M-V with the def2-TZVPD basis set.

```
77
Properties=species:S:1:pos:R:3:forces:R:3
W 0.3175 -0.1114 1.7363 -2.417 -1.736 -2.751
C 2.0544 1.4117 0.9824 0.810 0.496 0.352
C 1.1445 2.1102 1.8224 0.403 -0.221 -0.048
C 2.0217 0.2992 3.0254 0.302 2.145 -0.570
C 2.5740 0.2819 1.6959 0.484 0.440 0.747
C 1.0983 1.4336 3.0801 0.761 -0.655 0.750
C 2.6929 1.9883 -0.2357 -0.396 0.055 -0.768
H 2.1326 2.8563 -0.6186 0.214 -0.364 0.143
H 2.7993 1.2740 -1.0611 0.293 0.179 0.120
H 3.7259 2.3451 -0.0352 -0.531 -0.359 0.236
C 3.7358 -0.5323 1.2538 -0.013 -0.655 -0.689
H 3.6879 -0.8312 0.1960 0.014 0.179 0.075
H 3.8584 -1.4312 1.8519 0.036 -0.028 0.076
H 4.6636 0.0470 1.3264 -0.198 0.107 0.116
C 2.3444 -0.6329 4.1187 -0.128 -0.631 0.242
H 3.0073 -0.1685 4.8565 -0.069 0.080 -0.113
H 2.8480 -1.5203 3.7350 -0.008 0.018 0.108
H 1.4461 -0.9458 4.6547 -0.022 -0.033 0.159
C 0.3600 1.8813 4.2847 -0.450 0.350 0.418
H 1.0442 2.3310 5.0219 -0.252 -0.126 -0.210
H -0.1831 1.0626 4.7684 0.208 0.062 0.084
H -0.3915 2.6255 3.9989 0.180 -0.047 0.219
C 0.6191 3.4734 1.5158 -0.444 -0.054 -0.149
H 1.3858 4.2129 1.8042 -0.277 -0.243 -0.102
H -0.2974 3.6871 2.0751 0.168 0.097 -0.119
H 0.4197 3.5904 0.4393 0.097 0.068 0.438
C 0.9172 0.3109 -2.6446 0.457 -0.756 1.685
C 0.5471 1.4533 -3.2350 -0.409 1.678 0.541
C -0.3950 2.4886 -2.6500 -0.365 0.507 -1.525
C -1.6079 1.7903 -1.9544 -0.086 -0.697 0.469
C -1.2371 1.4687 -0.5756 -1.357 -0.133 -1.355
C -1.0095 0.1668 -0.1056 3.049 -0.641 1.119
C -0.0705 -0.9682 -0.6282 -1.935 -0.100 -1.205
C 0.1815 -0.8851 -2.1951 -0.539 -0.057 1.280
H -0.7588 3.1892 -3.4194 0.083 -0.262 0.175
H -1.8132 0.8518 -2.4868 0.000 0.479 0.148
H 0.1187 3.1332 -1.8976 -0.030 -0.655 -0.752
H -0.7974 -0.9826 -2.6703 0.265 0.016 0.199
H 1.9423 0.2167 -2.2875 0.789 -0.206 -1.982
H 1.0939 1.7842 -4.1090 0.954 0.553 0.442
H 0.7972 -1.7640 -2.4724 -0.307 0.416 0.104
H 0.9149 -1.0147 -0.0812 0.267 0.192 -0.234
H -1.9336 -0.2352 0.3287 0.134 0.871 -0.349
H -0.5220 -1.9687 -0.4496 0.104 0.680 -0.085
H -2.5191 2.4237 -1.9935 0.704 -0.004 0.195
H -1.4947 2.1854 0.1996 0.177 0.244 -0.096
P -3.2037 -1.2143 -1.5478 -0.955 -1.286 -0.823
P -2.0093 -1.6490 1.8287 -1.361 -0.507 1.212
C -4.2483 -2.0228 -0.2461 -0.159 0.430 -0.111
C -3.4987 -2.6274 0.9635 0.680 -0.447 -0.542
H -4.8032 -2.8137 -0.7833 0.169 0.100 0.511
H -5.0039 -1.2830 0.0636 0.271 -0.218 0.120
H -4.2493 -2.7869 1.7628 0.754 0.208 0.031
H -3.1051 -3.6251 0.6917 -0.040 0.487 0.150
C -1.4479 -2.6798 3.1905 -0.117 -0.765 0.300
H -1.0317 -2.0159 3.9622 -0.161 -0.166 -0.036
H -0.6379 -3.3241 2.8255 -0.190 -0.029 0.162
H -2.2386 -3.3107 3.6230 0.279 0.195 0.023
C -3.0715 -0.3985 2.6197 0.074 0.324 0.310
H -3.9543 -0.8489 3.0957 0.301 0.104 -0.097
H -3.4142 0.3356 1.8808 0.013 -0.081 0.138
H -2.4680 0.1212 3.3744 -0.294 0.071 -0.018
C -2.6106 -2.7714 -2.3529 0.203 0.011 -0.065
H -1.8685 -2.5394 -3.1244 -0.173 -0.252 0.123
H -3.4554 -3.2778 -2.8428 0.258 0.079 0.256
H -2.1611 -3.4479 -1.6170 0.023 0.054 -0.190
C -4.4525 -0.8161 -2.8648 -0.011 0.378 0.462
H -5.1439 -0.0390 -2.5133 0.127 -0.156 -0.176
H -5.0185 -1.7107 -3.1518 0.107 0.213 0.111
H -3.9213 -0.4350 -3.7471 -0.122 -0.095 0.193
Cl 4.6939 0.5313 -5.7129 0.243 -0.091 0.110
C 5.4616 0.0355 -4.1919 -0.725 -0.021 1.147
Cl 6.0058 -1.6380 -4.3121 0.132 0.125 -0.083
Cl 6.8149 1.1315 -3.7927 -0.103 -0.226 -0.196
C 4.4052 0.1950 -2.9330 1.110 -0.281 -1.036
O 4.6059 -0.5383 -1.9430 -0.751 0.720 -0.461
O 3.5666 1.0815 -3.1715 -0.302 -0.129 0.933
```
Forces are in eV/Å.

**Energy relative to the best compared isomer or geometry (same formula, charge and spin)**: 32.30 kcal per mole
**⟨S²⟩**: 2.128
**Charge**: +2
**LUMO level (alpha / beta)**: -9.1 / -8.8 eV
**Multiplicity**: 3
**HOMO-LUMO gap (alpha / beta)**: 3.0 / 3.4 eV

---

Record 3
A structure of composition C26H44BF2N3P2Re, computed with ωB97M-V with the def2-TZVPD basis set.

```
79
Properties=species:S:1:pos:R:3:forces:R:3
Re 0.3330 -0.1652 -0.0982 -0.083 0.030 -0.249
C 3.2394 4.0925 0.1693 0.017 -0.006 0.005
C 2.0070 3.2763 -0.2315 -0.012 -0.001 0.000
C 0.7267 4.1053 -0.0739 -0.001 0.005 0.009
P 1.8825 1.6372 0.6091 0.079 -0.006 0.093
C 3.5917 0.9759 0.7407 -0.030 0.005 0.009
C 4.1613 0.7511 -0.6603 0.014 -0.005 -0.011
C 3.6227 -0.3099 1.5644 0.007 -0.001 0.013
C 1.1585 1.8091 2.2583 -0.027 -0.052 0.015
C 1.2336 2.9409 3.0663 0.000 -0.004 0.010
C 0.5487 3.0129 4.2729 -0.007 -0.023 -0.005
C 0.6532 4.2194 5.1587 0.002 0.017 0.008
C -0.2418 1.9218 4.6435 0.010 0.002 -0.013
C -0.3220 0.7825 3.8654 0.003 0.032 -0.019
C 0.3932 0.7082 2.6741 0.046 0.095 -0.004
N 0.3475 -0.4415 1.8341 -0.003 -0.130 0.073
C 0.4509 -1.7384 2.4025 -0.017 -0.015 -0.005
C 0.9703 -1.9565 3.6770 -0.005 -0.014 -0.013
C 1.0252 -3.2392 4.1945 -0.019 0.006 -0.010
C 0.5636 -4.3428 3.4791 -0.001 0.022 -0.004
C 0.5682 -5.7205 4.0736 0.010 -0.023 0.008
C 0.0841 -4.1200 2.1922 0.006 0.002 0.009
C 0.0453 -2.8453 1.6368 0.042 0.047 0.035
P -0.5118 -2.5216 -0.0518 0.006 -0.079 0.074
C -2.2594 -3.0757 -0.1051 0.030 -0.021 0.040
C -2.8458 -3.0769 -1.5135 0.019 -0.008 -0.025
C -3.1024 -2.2825 0.8934 0.003 -0.006 0.007
C 0.4695 -3.5490 -1.2242 -0.003 0.039 -0.007
C 0.3019 -5.0627 -1.1002 0.000 0.011 0.015
C 1.9426 -3.1464 -1.1286 0.003 0.002 0.011
H 3.2203 5.0424 -0.3659 0.004 0.001 0.000
H 4.1758 3.5949 -0.0781 -0.017 0.009 0.004
H 3.2455 4.3190 1.2352 0.001 0.004 -0.004
H 2.1316 3.0035 -1.2889 -0.010 -0.001 0.000
H 0.6977 4.5853 0.9031 0.004 -0.003 -0.002
H -0.1948 3.5254 -0.1446 0.003 -0.006 -0.015
H 0.7100 4.8972 -0.8236 -0.004 0.001 0.001
H 4.1722 1.7436 1.2601 -0.007 -0.003 -0.003
H 3.5854 -0.0141 -1.1915 0.005 0.007 -0.002
H 5.1867 0.3880 -0.5871 -0.001 0.004 -0.004
H 4.1778 1.6566 -1.2682 -0.002 -0.009 0.006
H 3.0921 -1.1230 1.0587 0.004 0.005 0.003
H 3.1831 -0.1777 2.5532 0.006 0.000 -0.004
H 4.6569 -0.6287 1.6964 0.000 -0.001 0.002
H 1.8395 3.7854 2.7644 -0.012 -0.001 -0.005
H 1.0821 5.0684 4.6292 0.001 -0.001 0.005
H 1.2874 4.0069 6.0212 -0.006 0.001 -0.001
H -0.3261 4.5102 5.5377 0.004 0.002 0.002
H -0.8106 1.9710 5.5640 0.002 0.001 -0.002
H -0.9459 -0.0464 4.1733 0.002 0.008 -0.004
H 1.3307 -1.1270 4.2695 0.005 -0.015 -0.005
H 1.4305 -3.3850 5.1882 0.004 -0.001 -0.004
H 1.2441 -5.7806 4.9244 -0.003 -0.004 -0.002
H 0.8734 -6.4670 3.3407 -0.007 -0.001 0.003
H -0.4303 -5.9903 4.4229 0.004 0.002 0.003
H -0.2763 -4.9662 1.6205 0.005 -0.009 -0.012
H -2.1886 -4.1102 0.2521 -0.017 0.000 -0.010
H -2.9335 -2.0649 -1.9076 0.001 0.011 0.001
H -3.8496 -3.5011 -1.4782 0.001 0.008 -0.012
H -2.2632 -3.6820 -2.2098 -0.003 -0.006 0.009
H -3.2169 -1.2449 0.5824 0.003 0.010 -0.010
H -2.6718 -2.3064 1.8956 -0.007 0.003 -0.006
H -4.0977 -2.7235 0.9501 0.003 0.002 0.000
H 0.0834 -3.2405 -2.2037 0.002 0.004 0.002
H 0.8281 -5.4436 -0.2256 -0.004 0.006 0.016
H 0.7410 -5.5433 -1.9749 -0.001 -0.001 -0.002
H -0.7412 -5.3732 -1.0447 -0.008 0.005 -0.015
H 2.3511 -3.3902 -0.1458 0.000 -0.009 0.004
H 2.0954 -2.0720 -1.2998 0.000 -0.006 -0.016
H 2.5295 -3.6796 -1.8768 0.006 0.002 0.002
N -0.6618 1.5414 -2.1202 -0.004 -0.021 -0.012
N 0.1755 0.3741 -2.3358 -0.032 0.013 -0.004
H -1.2425 1.7690 -2.9315 0.000 0.007 -0.009
H -0.0679 2.3397 -1.8962 0.002 0.005 0.011
H 0.9608 0.5932 -2.9461 0.007 0.010 0.001
H -0.4051 -0.3146 -2.8130 -0.004 -0.009 0.006
F -1.8964 2.0060 0.0350 0.011 0.044 -0.005
B -1.4762 0.9682 -0.7117 -0.018 0.066 0.028
F -2.4441 0.1692 -1.2550 -0.015 -0.054 -0.009
```
Forces are in eV/Å.

**⟨S²⟩**: 3.781
**Charge**: +2
**LUMO level (alpha / beta)**: -5.9 / -7.2 eV
**Multiplicity**: 4
**HOMO-LUMO gap (alpha / beta)**: 7.0 / 6.2 eV

---

Number 1: maximum force 0.0605 hartree/bohr, calculated total energy -130200.015 eV. Number 2: maximum force 0.0788 hartree/bohr, calculated total energy -89699.566 eV. Number 3: maximum force 0.0051 hartree/bohr, calculated total energy -58955.249 eV.